1.
Below is a 2-piece molecular cluster, C4H10S2 overall, with properties calculated with the ωB97M-V functional and the def2-TZVPD basis.

Atoms and positions in Å:
C -0.792 -3.211 1.264
C -0.007 -2.137 1.246
C -0.589 -0.744 1.391
H -0.570 -4.129 0.720
H -1.842 -3.122 1.523
H 1.047 -2.208 1.015
H -0.049 -0.197 2.155
H -0.181 -0.133 0.550
H -1.659 -0.788 1.379
C 1.603 2.725 -1.519
S 0.499 1.284 -1.295
S -1.354 2.028 -1.266
H 1.241 3.644 -1.075
H 1.817 2.837 -2.578
H 2.499 2.435 -0.965
H -1.666 1.716 -2.545

Computed properties:
LUMO: 0.6 eV
HOMO: -0.3302 hartree
ΔE to the lowest compared entry with this formula, charge and spin: 1.681 eV
2S+1: 1


2.
Below is one molecule with the formula C3H4N4O, with properties calculated with the ωB97M-V functional and the def2-TZVPD basis.

Atoms and positions in Å:
H 2.196 0.770 -0.257
N 2.644 -0.217 -0.187
C 1.730 -0.990 0.172
N 0.304 -0.564 0.328
O -0.730 -1.602 0.091
N -1.971 -1.122 -0.170
C -1.926 0.127 -0.041
C -0.494 0.564 0.219
N 0.015 1.773 0.046
H -0.748 2.364 -0.048
H 1.637 -2.015 -0.153
H -2.655 0.912 0.000

Computed properties:
LUMO: 0.1 eV
HOMO: -0.3385 hartree
ΔE to the lowest compared entry with this formula, charge and spin: 5.385 eV
2S+1: 1


3.
Below is one molecule with the formula C7H15BO5, with properties calculated with the ωB97M-V functional and the def2-TZVPD basis.

Atoms and positions in Å:
C 3.717 1.110 0.654
O 2.402 0.658 0.366
B 2.098 -0.046 -0.749
O 2.939 0.048 -1.835
C 0.760 -0.896 -0.843
C -0.427 0.017 -1.223
C -0.935 0.383 0.169
C -2.339 0.978 0.237
C -3.434 -0.036 0.537
O -4.708 0.590 0.665
O -0.851 -0.837 0.906
C 0.237 -1.589 0.440
O 1.173 -1.717 1.489
H 4.261 0.317 1.169
H 3.642 1.971 1.315
H 4.252 1.395 -0.252
H 2.562 -0.312 -2.641
H 0.920 -1.693 -1.575
H -0.138 0.931 -1.743
H -1.178 -0.521 -1.805
H -0.215 1.087 0.600
H -2.560 1.445 -0.727
H -2.372 1.769 0.992
H -3.189 -0.605 1.435
H -3.536 -0.739 -0.291
H -4.598 1.405 1.162
H -0.149 -2.588 0.196
H 1.671 -2.525 1.353

Computed properties:
LUMO: 0.4 eV
HOMO: -0.3536 hartree
2S+1: 1